[1]
Here is 2 unconnected molecules or ions with the total composition C2H5O2S2 at a distorted geometry from OMol25. Energies are from ωB97M-V/def2-TZVPD.

```
11
Properties=species:S:1:pos:R:3
C -0.2971 -0.5049 0.8340
S -0.0891 -2.2793 1.3629
S -0.0513 -3.2421 -0.4641
H -1.2161 -0.4136 0.2766
H 0.6062 -0.2394 0.2969
H -0.2329 0.0250 1.7820
H 1.2476 -3.0893 -0.7433
O 0.0169 2.5010 0.4137
C 0.0138 2.4529 -0.8399
O -0.9553 2.6731 -1.5988
H 0.9571 2.1167 -1.3199
```

**Charge**: -1
**Highest occupied orbital energy**: -4.14 eV
**Gap between HOMO and LUMO**: 6.92 eV
**Spin multiplicity**: 1

Results of the Mulliken charge analysis, in e, for atoms 1 through 6:
1 C -0.787
2 S -0.097
3 S -0.244
4 H 0.371
5 H 0.311
6 H 0.288


[2]
Here is 2 unconnected molecules or ions with the total composition C2H5O2S2 at a distorted geometry from OMol25. Energies are from ωB97M-V/def2-TZVPD.

```
11
Properties=species:S:1:pos:R:3
C 0.6033 0.1870 -1.2350
C -0.1235 0.8257 -0.1413
O -1.9095 -0.6196 1.2981
O 0.2737 -1.4999 0.8261
S -0.7347 2.3108 -0.2823
S -0.2327 -0.2519 1.3786
H 1.3238 -0.4511 -0.6155
H 0.9887 0.9405 -1.8621
H 0.1664 -0.6914 -1.7878
H 1.5138 0.8272 1.4458
H -1.8693 -1.5774 0.9754
```

**Charge**: -1
**Highest occupied orbital energy (spin up / spin down)**: -2.93 / -2.93 eV
**Gap between HOMO and LUMO (spin up / spin down)**: 6.52 / 6.52 eV
**Spin multiplicity**: 1

Results of the Mulliken charge analysis, in e, for atoms 1 through 6:
1 C -0.823
2 C 0.051
3 O -0.539
4 O -0.612
5 S -0.398
6 S 0.239